Entry A
Here is the molecule C5H8O2 from OMol25. Energies are from wB97M-V/def2-TZVPD.

HOMO energy (eV): -9.762
Structure (SMILES): C=C(C)[C@]1(O)CO1
Lowest unoccupied orbital energy (eV): 0.88

Each line ends with the Mulliken charge.
Geometry (Å):
C1 1.42235 0.71544 0.49035  -0.96
C2 0.11799 0.45840 0.47364  0.47
C3 -0.93955 1.39191 1.00749  -1.30
C4 -0.39633 -0.84153 -0.06920  0.70
O1 -0.67804 -1.70161 0.97565  -0.51
C5 -0.10305 -1.33259 -1.41602  -0.40
O2 -1.37084 -0.74387 -1.08473  -0.46
H1 1.81461 1.63551 0.91772  0.31
H2 2.14561 0.01267 0.08432  0.28
H3 -1.26795 2.09121 0.23164  0.26
H4 -0.56212 1.97760 1.84884  0.40
H5 -1.82096 0.83744 1.34056  0.33
H6 -0.97128 -2.54516 0.60439  0.35
H7 0.52139 -0.75765 -2.09836  0.31
H8 -0.14262 -2.40539 -1.61737  0.22

---

Entry B
Here is a cluster of 3 separate species, C5H8O2 in total from OMol25. Energies are from wB97M-V/def2-TZVPD.

HOMO energy (eV): -8.303
Lowest unoccupied orbital energy (eV): 0.66

Each line ends with the Mulliken charge.
Geometry (Å):
C1 -1.91470 -0.10931 -0.21572  -0.85
C2 -0.95778 0.84074 0.03193  -0.17
O1 -0.44058 0.91529 1.33273  -0.40
C3 0.87378 0.47880 1.09050  -0.21
C4 1.08662 -0.83611 0.35266  -0.35
C5 1.11848 0.32518 -0.33996  0.19
O2 1.69347 0.94876 -1.39016  -0.49
H1 -1.01419 -1.42405 -0.21170  0.01
H2 -2.41556 -0.56853 0.63268  0.38
H3 -2.46083 -0.09217 -1.15535  0.33
H4 -0.79355 1.70764 -0.60402  0.42
H5 1.57504 0.82331 1.85248  0.40
H6 -0.17823 -1.60408 0.02082  0.01
H7 1.72941 -1.68174 0.55816  0.42
H8 2.09862 0.27627 -1.95506  0.32

---

Entry C
Here is the molecule C5H8O2 from OMol25. Energies are from wB97M-V/def2-TZVPD.

HOMO energy (alpha / beta) (eV): -9.577 / -7.806
Lowest unoccupied orbital energy (alpha / beta) (eV): -0.32 / -2.00

Each line ends with the Mulliken charge.
Geometry (Å):
C1 -1.07373 -0.24245 0.11699  -0.76
C2 -1.12433 -1.32978 -0.89430  -0.87
C3 1.11193 0.83603 -0.43942  0.45
C4 0.03802 0.27753 0.77984  0.82
C5 0.14747 0.70129 2.04048  -0.97
O1 1.66158 -0.23655 -1.14735  -0.46
O2 1.81215 1.82097 -0.17314  -0.49
H1 2.54794 0.03938 -1.42449  0.29
H2 -2.04992 0.03573 0.51511  0.38
H3 0.05007 1.10347 -1.07710  0.16
H4 -0.68395 0.65595 2.73245  0.30
H5 1.02734 1.24341 2.35714  0.29
H6 -2.08438 -1.32781 -1.41441  0.34
H7 -1.06423 -2.28429 -0.35379  0.24
H8 -0.31596 -1.29286 -1.61801  0.26

---

Entry D
Here is a structure of composition C5H8O2 from OMol25. Energies are from wB97M-V/def2-TZVPD.

HOMO energy (eV): -8.385
Lowest unoccupied orbital energy (eV): 0.56

Each line ends with the Mulliken charge.
Geometry (Å):
C1 -1.37950 1.11184 -0.31043  -1.42
C2 -0.08535 0.44191 0.02393  0.40
C3 0.13686 -0.26168 1.36077  -0.50
O1 1.51737 -0.63537 1.17840  -0.18
C4 1.85030 -0.20478 -0.06748  -0.52
C5 0.63551 -0.45473 -0.94208  0.11
O2 0.24200 -1.77967 -1.06344  -0.56
H1 -1.63769 1.86097 0.44324  0.37
H2 -1.31712 1.59192 -1.29173  0.35
H3 -2.18215 0.37058 -0.34991  0.34
H4 -0.51042 -1.12416 1.53948  0.28
H5 0.10284 0.40998 2.22499  0.31
H6 0.83459 1.25653 0.05914  0.28
H7 0.73491 -0.04284 -1.94667  0.43
H8 0.86789 -2.28091 -0.51715  0.34

---

Most favorable structure: entry A. The second most favorable one is 59.5 kcal/mol above it.

---

Entry A
Here is a structure of composition C5H8O2 from OMol25. Energies are from wB97M-V/def2-TZVPD.

HOMO energy (alpha / beta) (eV): -8.043 / -8.043
Lowest unoccupied orbital energy (alpha / beta) (eV): -0.15 / -0.15

Each line ends with the Mulliken charge.
Geometry (Å):
O1 -1.53255 0.37528 1.65708  -0.28
C1 -0.71918 0.13169 0.69346  -0.29
C2 -1.07787 0.35607 -0.75725  -0.77
C3 0.37371 0.47300 -1.25207  -0.10
C4 1.09057 -0.72120 -0.59934  -0.48
C5 0.79121 0.14599 0.62960  -0.04
O2 0.93520 1.33357 -0.22171  -0.47
H1 -1.02454 -0.37011 2.27837  0.19
H2 -0.32286 -1.42084 1.89867  0.10
H3 -1.66102 -0.47875 -1.15937  0.31
H4 -1.64752 1.28333 -0.87072  0.31
H5 0.56027 0.81244 -2.27091  0.44
H6 0.64523 -1.71686 -0.64985  0.27
H7 2.15824 -0.73013 -0.82341  0.27
H8 1.35117 0.15703 1.56021  0.54

---

Entry B
Here is the molecule C5H8O2 from OMol25. Energies are from wB97M-V/def2-TZVPD.

HOMO energy (eV): -9.328
Structure (SMILES): OC=C=CCCO
Lowest unoccupied orbital energy (eV): 0.53

Each line ends with the Mulliken charge.
Geometry (Å):
O1 -0.83574 1.70681 1.09854  -0.54
C1 -0.42642 0.65006 1.92893  -0.31
C2 0.57991 -0.04754 1.47458  -0.18
C3 1.27964 0.01927 0.36075  -0.32
C4 0.86330 -0.61198 -0.93504  -0.34
C5 -0.60245 -1.04797 -1.04802  -0.63
O2 -1.47730 0.01233 -1.36189  -0.55
H1 -0.04168 2.15929 0.78395  0.35
H2 -1.04068 0.56608 2.81144  0.40
H3 2.18528 0.62530 0.36090  0.40
H4 1.05267 0.11499 -1.73587  0.32
H5 1.53492 -1.46021 -1.09989  0.31
H6 -0.68118 -1.75574 -1.87906  0.36
H7 -0.91870 -1.57391 -0.13464  0.33
H8 -1.47156 0.64322 -0.62470  0.38

---

Entry C
Here is the molecule C5H8O2 from OMol25. Energies are from wB97M-V/def2-TZVPD.

HOMO energy (eV): -9.934
Structure (SMILES): C#CCOCCO
Lowest unoccupied orbital energy (eV): 0.91

Each line ends with the Mulliken charge.
Geometry (Å):
C1 3.19364 1.54585 0.22883  -0.09
C2 2.21843 1.03807 -0.25557  -0.53
C3 1.22680 0.07079 -0.69857  -0.20
O1 0.19078 -0.04428 0.24922  -0.26
C4 -0.85931 -0.92737 -0.10745  -0.39
C5 -2.11485 -0.47734 0.62837  -0.51
O2 -2.48729 0.83121 0.26502  -0.51
H1 4.16781 1.67495 0.62584  0.38
H2 0.81767 0.20065 -1.70815  0.35
H3 1.94459 -0.76998 -0.76245  0.20
H4 -1.03938 -0.88503 -1.19247  0.31
H5 -0.59876 -1.95969 0.16520  0.29
H6 -2.95159 -1.12860 0.35389  0.36
H7 -1.96981 -0.56888 1.71699  0.28
H8 -1.73872 1.39966 0.49129  0.32

---

Entry D
Here is the molecule C5H8O2 from OMol25. Energies are from wB97M-V/def2-TZVPD.

HOMO energy (eV): -9.583
Structure (SMILES): O=C(O)C1CCC1
Lowest unoccupied orbital energy (eV): 0.59

Each line ends with the Mulliken charge.
Geometry (Å):
O1 1.85250 0.49886 -1.41089  -0.64
C1 1.17714 0.14436 -0.39905  0.53
O2 1.58475 -0.38222 0.64129  -0.43
C2 -0.38041 0.40684 -0.55561  -0.35
C3 -1.23921 -0.97678 -0.38525  -0.35
C4 -1.68744 -0.57797 1.08374  -1.10
C5 -1.04032 0.91886 0.74984  -0.59
H1 0.81356 -0.39936 1.14781  0.35
H2 -0.53522 0.91088 -1.40008  0.56
H3 -2.17468 -0.81882 -1.20416  0.27
H4 -0.36865 -1.61225 -0.40601  0.35
H5 -2.77648 -0.39327 1.14416  0.26
H6 -1.46076 -1.08460 1.73419  0.65
H7 -1.74219 1.65583 0.44566  0.31
H8 -0.23209 1.31665 1.73325  0.18

---

Most favorable structure: entry B. The second most favorable one is 3.5 kcal/mol above it.

---

Entry A
Here is a cluster of 2 separate species, C5H8O2 in total from OMol25. Energies are from wB97M-V/def2-TZVPD.

HOMO energy (eV): -9.696
Lowest unoccupied orbital energy (eV): 0.62

Each line ends with the Mulliken charge.
Geometry (Å):
O1 -1.38508 1.33150 -0.36274  -0.52
C1 -0.12477 1.28398 -1.00121  -0.41
C2 0.94242 1.05761 0.03598  0.22
C3 -0.82716 -1.78729 0.86873  -0.53
C4 0.00877 -2.44478 0.06469  -0.41
C5 2.34977 1.48300 -0.21387  -0.30
O2 1.63046 2.22708 0.55590  -0.18
H1 -2.05866 1.43814 -1.04266  0.30
H2 0.09999 2.22575 -1.52555  0.35
H3 -0.06548 0.46843 -1.74403  0.25
H4 0.78913 0.34307 0.83074  0.27
H5 -1.02242 -2.11275 1.88759  0.23
H6 -1.35805 -0.89103 0.55483  0.29
H7 0.20973 -2.12741 -0.95710  0.21
H8 0.53675 -3.34109 0.37868  0.24

---

Entry B
Here is the molecule C5H8O2 from OMol25. Energies are from wB97M-V/def2-TZVPD.

HOMO energy (eV): -8.810
Lowest unoccupied orbital energy (eV): 0.63

Each line ends with the Mulliken charge.
Geometry (Å):
C1 0.11192 1.44442 0.02566  -1.50
C2 -2.21905 0.00651 -1.10261  -0.26
O1 -0.95776 -0.23419 -1.30999  -0.22
C3 -0.00007 -0.03855 -0.23394  1.23
C4 -0.11577 -0.96839 0.98899  -0.61
O2 1.24564 -1.38612 0.82174  -0.39
C5 1.33886 -0.73924 -0.45538  -0.74
H1 0.84720 1.62533 0.81410  0.41
H2 0.43666 1.93816 -0.89549  0.37
H3 -0.84937 1.87302 0.32662  0.39
H4 -2.29465 0.28164 -0.00750  0.17
H5 -0.27720 -0.48000 1.95698  0.27
H6 -0.81950 -1.80399 0.87579  0.30
H7 1.34783 -1.44820 -1.29048  0.28
H8 2.20527 -0.07040 -0.51449  0.29

---

Entry C
Here is the molecule C5H8O2 from OMol25. Energies are from wB97M-V/def2-TZVPD.

HOMO energy (eV): -8.770
Structure (SMILES): C=C(O)C1(O)CC1
Lowest unoccupied orbital energy (eV): 0.80

Each line ends with the Mulliken charge.
Geometry (Å):
C1 0.09218 -1.08325 -1.54041  -1.21
C2 -0.64214 -0.35397 -0.69675  0.79
O1 -2.00403 -0.45467 -0.67546  -0.51
C3 -0.16452 0.52540 0.41479  0.91
O2 -1.10125 1.41831 0.93244  -0.58
C4 1.24294 1.01274 0.43571  -0.73
C5 0.83920 -0.09938 1.36375  -0.81
H1 1.15512 -0.94187 -1.68363  0.23
H2 -0.38339 -1.90107 -2.07543  0.25
H3 -2.25813 -0.88226 -1.50435  0.33
H4 -1.93471 0.93988 1.02932  0.34
H5 1.38328 1.99757 0.87070  0.26
H6 1.87128 0.79409 -0.42185  0.18
H7 1.17668 -1.10650 1.13311  0.29
H8 0.72751 0.13498 2.41809  0.28

---

Most favorable structure: entry C. The second most favorable one is 62.4 kcal/mol above it.

---

Entry A
Here is the molecule C6H7NS from OMol25. Energies are from wB97M-V/def2-TZVPD.

HOMO energy (alpha / beta) (eV): -8.898 / -7.787
Lowest unoccupied orbital energy (alpha / beta) (eV): 0.21 / -0.86

Each line ends with the Mulliken charge.
Geometry (Å):
C1 -0.79844 -2.93162 -0.85210  -0.15
C2 -0.17096 -1.04627 0.02503  0.34
C3 -0.43194 -0.69643 -1.22876  -0.28
C4 0.24298 0.04981 1.03138  -0.21
C5 0.71077 1.06414 0.15048  -0.12
C6 0.16620 2.44077 0.17089  -1.12
N1 -0.39540 -2.36833 0.23803  -0.62
S1 -0.92698 -1.91152 -2.24390  -0.11
H1 -0.84792 -3.97160 -1.03180  0.44
H2 -0.53066 0.41913 1.70747  0.29
H3 1.05336 -0.53125 1.69731  0.18
H4 1.66663 0.97201 -0.37470  0.38
H5 0.70077 2.96956 -0.60435  0.31
H6 0.40957 2.75901 1.19813  0.31
H7 -0.84797 2.78256 0.11689  0.34

---

Entry B
Here is the molecule C6H7NS from OMol25. Energies are from wB97M-V/def2-TZVPD.

HOMO energy (eV): -7.823
Structure (SMILES): S=C1C=CNC12CC2
Lowest unoccupied orbital energy (eV): 0.22

Each line ends with the Mulliken charge.
Geometry (Å):
S1 2.66150 -0.37394 0.02872  -0.40
C1 1.09014 -0.82645 -0.02204  0.08
C2 0.41166 -2.02146 -0.04035  -0.48
C3 -0.91394 -1.69066 0.14244  -0.28
N1 -1.27788 -0.45227 0.00756  -0.22
C4 0.08442 0.29361 -0.06011  0.57
C5 0.13126 1.45489 0.81908  -0.67
C6 0.09193 1.64952 -0.67369  -0.69
H1 0.93009 -3.02115 -0.18661  0.33
H2 -1.72019 -2.41992 0.16158  0.39
H3 -2.22218 -0.14725 -0.42250  0.30
H4 -0.75448 1.83934 1.36297  0.27
H5 1.19677 1.80093 1.07056  0.25
H6 -0.78254 1.96885 -1.05580  0.33
H7 1.07343 1.94597 -1.13183  0.22

---

Most favorable structure: entry B. The second most favorable one is 54.6 kcal/mol above it.

---

Entry A
Here is the molecule C6H7NS from OMol25. Energies are from wB97M-V/def2-TZVPD.

HOMO energy (eV): -8.268
Lowest unoccupied orbital energy (eV): -0.46

Each line ends with the Mulliken charge.
Geometry (Å):
C1 -1.61382 0.27592 0.16752  0.13
C2 -2.92755 0.67594 0.84077  -0.39
C3 0.71091 0.49473 0.19484  0.56
C4 -2.81071 0.65829 -0.61165  -0.53
C5 1.26579 -0.89653 0.27805  -0.55
C6 2.72114 -0.41526 0.18061  -0.67
N1 -0.40612 1.03442 0.02001  -0.60
S1 2.17536 1.37859 0.09197  -0.17
H1 -1.57133 -0.75419 0.30145  0.34
H2 -2.61246 1.76983 -1.03061  0.22
H3 -3.30022 0.11817 -1.26428  0.35
H4 0.88253 -1.38243 1.10172  0.38
H5 1.06667 -1.57511 -0.67813  0.20
H6 3.22094 -0.57155 1.03946  0.35
H7 3.19888 -0.81083 -0.63174  0.38

---

Entry B
Here is the molecule C6H7NS from OMol25. Energies are from wB97M-V/def2-TZVPD.

HOMO energy (alpha / beta) (eV): -8.300 / -7.522
Lowest unoccupied orbital energy (alpha / beta) (eV): -0.79 / -1.35

Each line ends with the Mulliken charge.
Geometry (Å):
C1 -0.66275 1.46657 -0.70542  -0.13
C2 0.02446 1.04375 -1.80891  -0.29
C3 0.06707 -1.82661 0.65869  0.15
C4 0.57128 0.26607 1.40449  -0.70
C5 -0.57701 0.92281 0.61725  -0.39
C6 0.06585 -1.55793 -0.73702  -0.51
N1 0.37284 -1.16027 1.70262  -0.59
S1 0.83400 -0.45299 -1.85350  -0.07
H1 -1.44250 2.23394 -0.89176  0.31
H2 0.28451 1.72659 -2.60648  0.37
H3 -0.12164 -2.83525 0.96193  0.41
H4 1.35040 0.44625 0.77277  0.45
H5 0.70132 0.78716 2.36373  0.35
H6 -1.21056 1.42965 1.32754  0.28
H7 -0.25727 -2.48974 -1.20593  0.36

---

Most favorable structure: entry B. The second most favorable one is 53.4 kcal/mol above it.

---

Entry A
Here is the ion C4H9NO with charge -1 from OMol25. Energies are from wB97M-V/def2-TZVPD.

HOMO energy (alpha / beta) (eV): 0.422 / -2.973
Multiplicity: 2
Net charge: -1
Lowest unoccupied orbital energy (alpha / beta) (eV): 4.37 / 4.30

Each line ends with the Mulliken charge.
Geometry (Å):
C1 -0.52867 0.06687 -1.75556  -0.68
N1 -1.32852 0.00373 -0.51430  -0.72
C2 0.41312 -1.49158 0.66371  -1.21
C3 -0.47138 -0.23265 0.70272  0.14
C4 0.44667 0.99224 0.87245  -0.47
O1 1.57107 1.06491 0.25030  -0.75
H1 -0.32861 1.09583 -2.03108  0.21
H2 0.34991 -0.56397 -1.66325  0.27
H3 -1.15590 -0.23949 -2.61030  0.35
H4 -1.92562 -0.82222 -0.61748  0.27
H5 0.51338 -1.80797 1.70228  0.36
H6 0.01893 -2.26929 0.00695  0.29
H7 1.38889 -1.17628 0.29077  0.31
H8 -1.24663 -0.22575 1.47739  0.25
H9 0.19519 1.76325 1.61428  0.38

---

Entry B
Here is a cluster of 2 separate species, C4H9NO in total from OMol25. Energies are from wB97M-V/def2-TZVPD.

HOMO energy (alpha / beta) (eV): 0.294 / -2.600
Multiplicity: 2
Net charge: -1
Lowest unoccupied orbital energy (alpha / beta) (eV): 3.88 / 3.83

Each line ends with the Mulliken charge.
Geometry (Å):
C1 1.76971 -0.33825 0.39153  -0.76
C2 1.34495 1.67673 -0.83696  -0.72
N1 1.13571 1.04482 0.26691  -0.56
H1 1.06620 -1.14560 0.36798  0.06
H2 2.72129 -0.51597 -0.28520  0.26
H3 2.22994 -0.60265 1.43947  0.26
H4 0.53486 2.05413 -1.38971  0.24
H5 2.29695 1.73988 -1.42452  0.29
O1 -1.70819 -2.28050 1.01342  -0.54
C3 -1.72131 -1.05487 0.84951  0.12
C4 -1.94992 -0.16993 -0.29109  -0.89
H6 -1.80540 -0.47844 1.74985  0.31
H7 -2.93391 -0.19981 -0.60061  0.45
H8 -1.62794 0.88520 -0.12689  0.24
H9 -1.35295 -0.61474 -1.12370  0.23

---

Most favorable structure: entry A. The second most favorable one is 43.8 kcal/mol above it.